A cluster of 21 separate species, C11H64NO20 in total in a non-equilibrium geometry. Source: the OMol25 dataset; level of theory: the ωB97M-V functional and the def2-TZVPD basis.

Each atom is followed by the atoms it is bonded to, with distances in Å.
CARTESIAN COORDINATES (ANGSTROEM)
1 C 2.466 3.960 0.277  C2 1.631, H13 1.269, H14 0.989, H15 1.171
2 C 1.367 2.949 0.933  C1 1.631, C3 1.506, H16 1.159, H17 1.220
3 C 1.279 1.589 0.291  C2 1.506, C4 1.481, H18 1.207, H19 1.106
4 C 0.245 0.731 0.913  C3 1.481, N5 1.476, H20 1.110, H21 1.172
5 N -0.257 -0.426 0.147  C4 1.476, C6 1.508, C9 1.561, C10 1.480
6 C 0.774 -1.318 -0.497  N5 1.508, C7 1.459, H22 1.116, H23 1.115
7 C 0.316 -1.570 -1.859  C6 1.459, C8 1.559, H24 1.125, H25 1.176
8 C -0.478 -0.309 -2.317  C7 1.559, C9 1.472, H26 1.183, H27 1.053
9 C -1.030 0.205 -1.053  N5 1.561, C8 1.472, H28 1.038, H29 1.147
10 C -1.177 -1.274 0.937  N5 1.480, C11 1.563, H30 1.119, H31 1.183
11 C -2.249 -0.563 1.824  C10 1.563, C12 1.552, H32 0.990, H33 1.095
12 C -3.330 -1.422 2.533  C11 1.552, H34 1.092, H35 1.144, H36 1.033
13 H 2.444 5.124 0.782  C1 1.269
14 H 1.934 4.138 -0.537  C1 0.989
15 H 3.514 3.529 -0.017  C1 1.171
16 H 0.348 3.497 0.867  C2 1.159
17 H 1.518 2.879 2.142  C2 1.220
18 H 2.346 1.055 0.111  C3 1.207
19 H 1.017 1.868 -0.747  C3 1.106
20 H -0.578 1.443 1.134  C4 1.110
21 H 0.821 0.264 1.820  C4 1.172
22 H 0.946 -2.296 0.013  C6 1.116
23 H 1.708 -0.794 -0.185  C6 1.115
24 H -0.298 -2.512 -1.833  C7 1.125
25 H 1.303 -1.456 -2.489  C7 1.176
26 H -1.272 -0.691 -3.106  C8 1.183
27 H 0.239 0.364 -2.693  C8 1.053
28 H -2.027 -0.040 -0.898  C9 1.038
29 H -1.212 1.317 -1.267  C9 1.147
30 H -0.543 -1.829 1.674  C10 1.119
31 H -1.544 -2.073 0.146  C10 1.183
32 H -2.691 0.232 1.433  C11 0.990
33 H -1.663 -0.101 2.625  C11 1.095
34 H -2.894 -2.054 3.309  C12 1.092
35 H -3.893 -2.196 1.907  C12 1.144
36 H -4.173 -0.848 2.700  C12 1.033
37 O -5.819 -3.695 2.419  H38 1.042, H39 0.999
38 H -5.371 -3.860 1.493  O37 1.042
39 H -5.522 -4.439 3.016  O37 0.999
40 O -4.284 -4.402 0.122  H41 1.012, H42 1.023
41 H -3.664 -3.928 -0.523  O40 1.012
42 H -3.955 -5.298 0.489  O40 1.023
43 O -2.835 -3.157 -1.929  H44 0.890, H45 0.902
44 H -3.393 -2.479 -2.076  O43 0.890
45 H -2.712 -3.374 -2.796  O43 0.902
46 O 3.510 -0.837 2.767  H47 1.004, H48 1.054
47 H 4.080 -0.432 2.046  O46 1.004
48 H 4.279 -0.891 3.486  O46 1.054
49 O -1.857 -4.409 4.547  H50 0.934, H51 0.942
50 H -2.326 -4.941 3.940  O49 0.934
51 H -2.541 -4.086 5.109  O49 0.942
52 O 0.438 -3.748 3.222  H53 1.005, H54 0.938
53 H 0.714 -4.517 2.637  O52 1.005
54 H -0.384 -4.144 3.440  O52 0.938
55 O -4.813 1.004 -0.756  H56 0.940, H57 0.833
56 H -4.744 1.727 -0.159  O55 0.940
57 H -5.201 1.414 -1.369  O55 0.833
58 O -4.101 -0.788 -2.738  H59 0.865, H60 0.915
59 H -4.476 -0.368 -2.081  O58 0.865
60 H -3.994 -0.220 -3.447  O58 0.915
61 O 0.333 0.697 -5.413  H62 0.939, H63 1.007
62 H -0.546 1.025 -5.376  O61 0.939
63 H 0.745 1.597 -5.230  O61 1.007
64 O -0.716 -4.408 -3.598  H65 0.847, H66 0.979
65 H -0.093 -4.959 -3.756  O64 0.847
66 H -0.626 -3.745 -4.313  O64 0.979
67 O 0.332 4.973 -2.846  H68 1.072, H69 0.908
68 H 1.212 4.476 -3.203  O67 1.072
69 H 0.727 5.618 -2.344  O67 0.908
70 O 4.498 1.157 -1.733  H71 0.900, H72 1.101
71 H 4.298 0.940 -2.583  O70 0.900
72 H 5.574 0.953 -1.848  O70 1.101
73 O -6.021 1.023 3.621  H74 1.028, H75 1.030
74 H -5.238 0.620 4.151  O73 1.028
75 H -6.262 1.917 4.072  O73 1.030
76 O 4.396 6.284 -1.628  H77 0.894, H78 1.032
77 H 3.634 6.703 -1.422  O76 0.894
78 H 4.935 7.002 -1.119  O76 1.032
79 O -0.512 -2.512 -5.731  H80 0.971, H81 0.839
80 H 0.413 -2.381 -5.995  O79 0.971
81 H -0.983 -1.829 -5.854  O79 0.839
82 O 0.471 1.398 4.700  H83 1.031, H84 0.967
83 H 0.511 0.452 4.292  O82 1.031
84 H 1.365 1.631 4.413  O82 0.967
85 O 1.057 -1.342 3.817  H86 1.015, H87 1.061
86 H 0.796 -2.319 3.726  O85 1.015
87 H 1.967 -1.162 3.303  O85 1.061
88 O 6.265 4.023 0.923  H89 0.931, H90 0.970
89 H 5.976 4.836 1.272  O88 0.931
90 H 6.025 3.944 -0.013  O88 0.970
91 O 5.494 3.730 -1.619  H92 0.929, H93 0.969
92 H 4.952 4.430 -1.900  O91 0.929
93 H 5.034 2.924 -1.897  O91 0.969
94 O 5.007 0.041 0.672  H95 0.984, H96 1.053
95 H 4.663 0.595 -0.065  O94 0.984
96 H 6.051 0.160 0.609  O94 1.053

Output
**HOMO-LUMO gap**: 9.229 eV
**Total charge**: +1
**E**: -54871.7407 eV
**Highest occupied orbital energy**: -12.16 eV